Entry 1:
Entry from OMol25: the ion C6H14N3O with charge +1 at a distorted geometry (ωB97M-V/def2-TZVPD).

Geometry as XYZ:
```
24
Properties=species:S:1:pos:R:3
C -2.3858 -0.9621 1.5992
C -1.2355 -0.7924 0.8999
C -0.0785 0.0149 -1.1080
C 0.0241 -0.0455 -2.6310
C 1.9305 1.0489 -1.4112
C 0.7111 1.4025 0.8252
N 0.1720 -1.6243 2.6044
N 0.7531 0.8923 -0.5902
N -1.1260 -0.4891 -0.4959
O 0.0968 -1.1794 1.2986
H -2.3963 -1.4857 2.5408
H -3.3885 -0.5959 1.2861
H 0.5372 -0.9275 -2.8744
H -0.9464 -0.1267 -2.9710
H 0.5043 0.7116 -3.0953
H 1.7105 1.7878 -2.1537
H 2.6767 1.5895 -0.7446
H 2.3794 0.1877 -1.8015
H 1.2717 0.8575 1.6428
H 1.0271 2.4165 1.0610
H -0.2262 1.3791 1.1509
H -0.6877 -2.1045 2.8710
H 0.2623 -0.8241 3.2272
H -1.5861 -1.1310 -1.1302
```

The structure (SMILES) is C=C(/[NH+]=C(/C)N(C)C)ON. As for the energy above the lowest of the compared OMol25 structures with the same formula, charge and spin: 70.3 kcal per mole. The net charge is +1. The calculation puts the LUMO energy at -3.33 eV. Its max |F| is 5.1 eV/Å.

=====

Entry 2:
Entry from OMol25: a structure of composition C24H36FO18 at a distorted geometry (ωB97M-V/def2-TZVPD).

Geometry as XYZ:
```
79
Properties=species:S:1:pos:R:3
F -26.0409 0.4712 19.7384
C -24.8968 -4.3361 19.4940
C -24.4437 -3.3960 18.4426
C -24.0242 -1.9825 19.1090
O -22.7864 -1.7526 18.5524
C -22.4286 -2.8156 17.7798
O -21.3477 -2.8332 17.2524
O -23.2346 -3.7596 17.7808
H -25.7609 -3.8741 20.1799
H -23.9965 -4.4240 20.1822
H -25.2149 -5.2792 19.0069
H -25.1471 -3.3794 17.6132
H -24.1384 -1.9620 20.3251
H -24.6686 -1.1614 18.7131
C -23.1032 3.7319 20.6214
C -24.5015 3.9994 20.6869
C -25.3429 2.8515 21.3728
O -25.8804 3.4205 22.5597
C -25.4650 4.5714 22.6421
O -25.8166 5.2596 23.6575
O -24.6813 4.9668 21.7036
H -22.9526 2.7710 20.2212
H -22.5951 3.8242 21.5670
H -22.6168 4.4857 19.6176
H -24.9793 4.1264 19.7760
H -24.5690 2.1492 21.6917
H -26.1509 2.6926 20.8376
C -22.3154 0.7398 16.2032
C -23.8043 1.1418 16.3119
C -24.1032 2.5027 17.0539
O -24.7830 3.2148 16.0881
C -24.8204 2.6068 14.9236
O -25.3617 3.0484 13.8540
O -24.2743 1.4193 14.9513
H -21.6516 1.5602 15.7428
H -22.2267 -0.0025 15.6430
H -22.0507 0.3504 17.3185
H -24.4791 0.4097 16.7578
H -23.2555 3.0412 17.3937
H -24.6308 2.3151 18.0489
C -24.9620 -0.9931 22.8733
C -26.0477 -0.0948 23.5848
C -27.3282 0.0604 22.7385
O -28.3249 -0.6762 23.4701
C -27.9338 -0.9864 24.5913
O -28.5915 -1.5160 25.4727
O -26.6184 -0.6625 24.7146
H -24.7622 -0.6632 21.9380
H -25.4137 -1.8885 22.9149
H -23.9580 -1.0095 23.4624
H -25.5678 0.8860 23.7535
H -27.2483 -0.4120 21.6560
H -27.5914 1.2024 22.5575
C -29.0362 1.3883 19.4047
C -28.2933 2.0240 18.2097
C -28.0214 0.9829 16.9989
O -28.2458 1.7423 15.7834
C -28.8751 2.8303 16.0538
O -29.3166 3.7030 15.2587
O -29.0148 3.0043 17.4637
H -29.9744 1.0715 19.2893
H -29.1575 2.1844 20.0004
H -28.5347 0.4981 19.7463
H -27.3871 2.4890 18.5081
H -28.7351 0.1687 17.2242
H -26.9999 0.5907 17.2214
C -28.1478 -2.3960 19.6537
C -28.2258 -3.4667 18.5281
C -29.6126 -3.9955 18.2900
O -29.9452 -3.2647 17.1393
C -28.8124 -2.7744 16.4912
O -28.7233 -2.1856 15.4130
O -27.8072 -2.8927 17.3704
H -28.4444 -2.5624 20.7343
H -28.6388 -1.5170 19.5183
H -27.1353 -1.8935 19.7442
H -27.6224 -4.0360 18.8371
H -30.5016 -3.8649 19.0678
H -29.7920 -5.0262 17.9011
```

As for the energy above the lowest of the compared OMol25 structures with the same formula, charge and spin: 191.7 kcal per mole. The net charge is -1. The calculation puts the LUMO energy at 1.89 eV. Its max |F| is 12.8 eV/Å.

=====

Entry 3:
Entry from OMol25: a structure of composition C4H4Br2FN at a distorted geometry (ωB97M-V/def2-TZVPD).

Geometry as XYZ:
```
12
Properties=species:S:1:pos:R:3
C -0.8217 0.6633 0.6612
C 0.6435 -0.1626 -1.0082
C -0.0253 0.1467 1.7555
C 1.8149 0.0489 -0.1098
N -0.5771 0.5576 -0.5930
F 0.1096 0.9092 2.8512
Br 2.6103 1.7938 -0.4381
Br 2.9741 -1.2911 0.3078
H -1.6888 1.2692 0.7647
H 0.8739 0.1890 -2.1501
H 0.5196 -1.2781 -1.1701
H 0.5230 -0.7061 1.8738
```

As for the energy above the lowest of the compared OMol25 structures with the same formula, charge and spin: 70.1 kcal per mole. The calculation puts the LUMO energy (alpha / beta) at -0.90 / -0.79 eV. Its max |F| is 2.9 eV/Å.

=====

Entry 4:
Entry from OMol25: a structure of composition C27H49NP2Pb at a distorted geometry (ωB97M-V/def2-TZVPD).

Geometry as XYZ:
```
80
Properties=species:S:1:pos:R:3
P 0.3591 -2.7855 -4.2765
P 0.3892 1.2648 -3.8228
C -0.0172 -1.3087 -5.2687
C 0.8249 -0.0216 -5.0534
H -1.1011 -1.1101 -5.2604
H 0.2026 -1.6657 -6.2881
H 1.8922 -0.2672 -4.9214
H 0.7682 0.5301 -6.0079
C -0.9496 2.1739 -4.6364
H -1.3991 2.8857 -3.9328
H -1.7285 1.4850 -4.9897
H -0.5275 2.7192 -5.4882
C 1.7719 2.4141 -3.7718
H 1.6237 3.1655 -4.5597
H 2.7166 1.8861 -3.9544
H 1.8165 2.9191 -2.7987
C -0.7488 -4.1097 -4.7156
H -0.8313 -4.8235 -3.8866
H -0.3362 -4.6145 -5.5973
H -1.7409 -3.7066 -4.9499
C 2.0294 -3.2784 -4.7147
H 2.7232 -2.4297 -4.7002
H 1.9804 -3.6905 -5.7295
H 2.3888 -4.0558 -4.0293
Pb 1.3054 -1.0660 2.1638
C -0.2126 0.9846 -2.1388
C -1.6366 0.6350 -2.1321
C -2.0167 -0.6140 -2.7067
C -2.1177 -1.8374 -1.7176
C -1.0326 -2.7633 -1.9193
C 0.2816 -2.5055 -2.5152
C 1.1875 -1.2632 -2.1014
C 0.6161 -0.0792 -1.3223
C 0.8496 -2.5847 3.6926
H -0.0614 1.9756 -1.6688
H -2.3645 1.3222 -1.7102
H -1.1821 -0.8528 -3.3830
H -2.9361 -0.5454 -3.3138
H -2.1981 -1.4979 -0.6690
H -3.0718 -2.3511 -1.9325
H -1.2064 -3.8066 -1.6395
H 0.8877 -3.3916 -2.2080
H 1.7533 -0.8984 -2.9771
H 1.9733 -1.6944 -1.4555
H 0.0121 -0.4484 -0.4817
H 1.4718 0.4498 -0.8615
H 1.4192 -2.3323 4.5940
H 1.2136 -3.5255 3.2612
H -0.2202 -2.6349 3.8997
C 1.8945 1.5307 7.5791
C 1.4562 1.8701 6.1872
C 1.6634 3.1645 5.6881
C 1.2664 3.5203 4.3886
C 1.5021 4.9138 3.8877
C 0.6610 2.5618 3.5851
C 0.4267 1.2606 4.0671
C 0.8481 0.9158 5.3688
N -0.1512 0.2997 3.2244
C -1.6116 0.1341 3.1731
C -2.1330 -0.3598 4.5234
C -2.2853 1.4695 2.8516
C -1.9363 -0.8763 2.0771
H 2.9893 1.5636 7.6672
H 1.4922 2.2451 8.3099
H 1.5589 0.5269 7.8619
H 2.1296 3.9124 6.3264
H 1.0472 5.6615 4.5504
H 2.5758 5.1385 3.8346
H 1.0744 5.0398 2.8863
H 0.3583 2.7981 2.5578
H 0.6869 -0.1070 5.7187
H -1.6441 -1.2936 4.8286
H -1.9713 0.3932 5.3051
H -3.2129 -0.5415 4.4377
H -1.8930 1.8884 1.9157
H -3.3651 1.3058 2.7382
H -2.1306 2.1950 3.6595
H -1.6013 -0.5124 1.0935
H -3.0268 -1.0075 2.0298
H -1.4894 -1.8620 2.2739
```

As for the energy above the lowest of the compared OMol25 structures with the same formula, charge and spin: 88.5 kcal per mole. The calculation puts the LUMO energy at 0.01 eV. Its max |F| is 3.6 eV/Å.

=====

Entry 5:
Entry from OMol25: a structure of composition C5H11N3O2 at a distorted geometry (ωB97M-V/def2-TZVPD).

Geometry as XYZ:
```
21
Properties=species:S:1:pos:R:3
C -0.4654 -1.0110 2.4423
N 0.1664 -0.6161 1.1967
C 1.4671 0.0276 1.3145
C -0.4163 -0.9076 0.0165
O -1.3309 -1.7194 -0.1067
C 0.0708 -0.1302 -1.2310
N -0.4186 -0.6898 -2.4734
C -0.4239 1.3011 -1.1045
N 0.0122 2.3572 -1.7661
H -1.4859 -1.3505 2.2493
H 0.1089 -1.8212 2.9161
H -0.5033 -0.1571 3.1324
H 2.2649 -0.5888 0.8738
H 1.4828 1.0216 0.8541
H 1.6930 0.1648 2.3772
H 1.1668 -0.1087 -1.2619
H -0.0432 -1.6243 -2.6050
H -1.4297 -0.7954 -2.4238
O -1.6625 1.5354 -0.8638
H 0.9994 2.3176 -1.9934
H -1.2526 2.7948 -1.5433
```

As for the energy above the lowest of the compared OMol25 structures with the same formula, charge and spin: 67.2 kcal per mole. The calculation puts the LUMO energy at 0.59 eV. Its max |F| is 4.3 eV/Å.

=====

Entry 6:
Entry from OMol25: a cluster of 11 separate species, C32H43N11 in total at a distorted geometry (ωB97M-V/def2-TZVPD).

Geometry as XYZ:
```
86
Properties=species:S:1:pos:R:3
C 26.2564 20.9104 -37.3556
C 25.0480 21.7604 -37.5041
N 24.0703 22.4102 -37.5601
H 26.2506 20.0736 -38.0539
H 26.1108 20.4259 -36.3901
H 27.2272 21.4048 -37.3915
C 27.7391 23.9315 -26.6075
C 28.5437 22.8195 -26.0391
N 29.0912 21.9766 -25.5443
H 28.4559 24.7465 -26.7081
H 26.9082 24.1584 -25.9394
H 27.4249 23.7045 -27.6262
C 31.8841 17.4954 -28.8358
C 32.3268 16.1440 -29.1199
N 32.6087 15.0453 -29.3283
H 30.8318 17.5160 -28.5523
H 31.9127 18.1027 -29.7405
H 32.5013 18.0588 -28.1361
C 34.7728 24.1134 -31.5627
C 35.2610 22.8750 -32.2135
N 35.5920 21.8813 -32.7330
H 34.0612 23.8691 -30.7740
H 34.2387 24.7225 -32.2920
H 35.5690 24.7026 -31.1076
C 32.3557 17.4926 -34.1482
C 33.5862 16.7498 -34.2862
N 34.5310 16.1029 -34.4108
H 31.8878 17.5745 -35.1292
H 32.5876 18.4353 -33.6526
H 31.6692 16.9811 -33.4734
C 22.2411 32.4716 -34.9927
C 23.3772 31.6197 -35.2554
N 24.3131 30.9168 -35.4234
H 21.6033 32.4098 -35.8744
H 22.6008 33.4842 -34.8103
H 21.8169 32.1218 -34.0515
N 34.5868 27.4095 -38.9857
C 34.7628 26.0626 -38.8702
C 35.1362 25.6021 -40.1415
C 35.1175 26.6435 -41.0692
C 34.7446 27.7098 -40.3182
H 34.4347 28.0943 -38.2591
H 34.7978 25.5507 -37.9199
H 35.5205 24.6137 -40.3460
H 35.3628 26.6986 -42.1195
H 34.8120 28.7661 -40.5331
N 29.6140 25.2407 -41.6695
C 29.6926 24.2666 -42.6159
C 28.4092 23.6962 -42.6878
C 27.5717 24.3925 -41.7984
C 28.3239 25.3836 -41.1926
H 30.3646 25.8618 -41.4035
H 30.6410 24.1145 -43.1097
H 28.0224 22.9578 -43.3745
H 26.5087 24.2652 -41.6560
H 28.0102 26.1514 -40.5009
N 34.2984 31.8417 -35.2201
C 34.0289 30.9012 -34.2939
C 32.6807 30.5929 -34.3958
C 32.1191 31.3309 -35.4202
C 33.2152 32.0146 -36.0420
H 35.1848 32.3038 -35.3650
H 34.7994 30.5825 -33.6076
H 32.2229 29.9082 -33.6972
H 31.0640 31.4368 -35.6252
H 33.3078 32.6408 -36.9171
N 19.6323 20.6778 -29.6396
C 19.4244 19.9247 -28.5307
C 20.6385 19.8505 -27.8456
C 21.5850 20.5300 -28.6024
C 20.9431 21.0687 -29.7510
H 18.9540 20.9299 -30.3441
H 18.4205 19.6273 -28.2658
H 20.8145 19.3922 -26.8836
H 22.6369 20.6099 -28.3715
H 21.3729 21.6321 -30.5661
N 27.7300 25.1912 -34.0138
C 29.0426 24.8636 -34.3519
C 29.3595 23.6988 -33.6446
C 28.2416 23.2913 -32.8806
C 27.2440 24.2534 -33.0888
H 27.1855 25.9227 -34.4480
H 29.5152 25.4196 -35.1481
H 30.2979 23.1762 -33.7570
H 28.2488 22.3409 -32.3677
H 26.2052 24.2799 -32.7947
```

The structure (SMILES) is c1cc[nH]c1.c1cc[nH]c1.c1cc[nH]c1.c1cc[nH]c1.c1cc[nH]c1.CC#N.CC#N.CC#N.CC#N.CC#N.CC#N. As for the energy above the lowest of the compared OMol25 structures with the same formula, charge and spin: 77.1 kcal per mole. The calculation puts the LUMO energy at -0.03 eV. Its max |F| is 4.8 eV/Å.